Entry from the Open Molecules 2025 dataset: a cluster of 2 separate species, C3H8N3O in total in a non-equilibrium geometry (ωB97M-V/def2-TZVPD).

```
15
Properties=species:S:1:pos:R:3:lowdin_charge:R:1
C -0.28857 -2.81814 -0.08085 -0.46
C 0.85634 1.93377 -0.67100 0.02
C -0.59111 1.90578 -0.39463 -0.04
N -0.30315 -3.46436 0.90364 0.24
N 0.32821 0.03202 0.96760 0.12
N 0.16433 0.61147 -0.29705 -0.09
O -0.64998 -2.09043 -0.86676 0.16
H 1.23089 1.94262 -1.64283 0.10
H 1.49888 2.46744 0.11719 0.17
H -0.97581 2.40054 0.47901 0.13
H -1.32646 2.02489 -1.21022 0.14
H 0.37954 -0.96732 0.84600 0.06
H 0.05386 -4.34561 1.28436 0.13
H -0.29001 0.41475 1.66017 0.12
H -0.08698 -0.04744 -1.09464 0.19
```

* relative energy (zero: lowest compared OMol25 entry of this formula, charge and spin): 77.2 kcal/mol
* Kohn-Sham gap: 12.0 eV
* net charge: +1
* electronic energy: -358.27339 hartree